No. 1
Here is C3H5NO2S in the gas phase from the OMol25 dataset. Energies are from the ωB97M-V functional and the def2-TZVPD basis.

Calculated values
Energy above the lowest of the compared OMol25 structures with the same formula, charge and spin, kcal/mol: 23.15
Total energy, eV: -19611.507
Molecular weight, u: 119.145
Net charge: 0
HOMO, Eh: -0.3149

Last column: natural (NBO) charge in e.
Positions of all 12 atoms, in Å:
C1 -1.2832 -0.2654 0.5906  0.802
C2 -0.4613 -0.2695 -0.8129  -0.336
C3 1.5873 0.7502 -0.1928  -0.055
H1 -1.3103 -0.6657 2.5691  0.516
H2 -0.8100 -1.0062 -1.5254  0.230
H3 -0.6202 0.7224 -1.4077  0.252
H4 1.5740 -1.1244 -1.1381  0.417
H5 2.6642 0.6483 -0.1875  0.193
N1 0.9723 -0.3705 -0.7757  -0.593
O1 -0.6892 -0.6139 1.7555  -0.700
O2 -2.3795 0.2158 0.4871  -0.581
S1 0.7559 1.9788 0.6377  -0.145



No. 2
Here is C3H5NO2S in the gas phase from the OMol25 dataset. Energies are from the ωB97M-V functional and the def2-TZVPD basis.

Calculated values
Energy above the lowest of the compared OMol25 structures with the same formula, charge and spin, kcal/mol: 88.12
Total energy, eV: -19608.690
Molecular weight, u: 119.145
Net charge: 0
HOMO, Eh: -0.3520

Last column: natural (NBO) charge in e.
Positions of all 12 atoms, in Å:
C1 1.5632 0.1500 -1.1509  -0.726
C2 1.2209 -0.2498 0.2163  0.636
C3 -2.2994 0.3961 0.6171  0.079
H1 1.0386 -0.5114 -1.9447  0.245
H2 1.1496 1.1070 -1.2442  0.248
H3 2.7050 0.0973 -1.6518  0.264
H4 -0.3617 -0.9545 1.5018  0.426
H5 -2.8632 1.1931 0.1810  0.199
N1 -0.1034 -0.6163 0.4963  -0.365
O1 1.9738 -0.2291 1.2441  -0.563
O2 -1.0587 0.2630 -0.1038  -0.351
S1 -2.9645 -0.6453 1.8388  -0.093